[1]
{"formula": "C6H6INO2", "method": "the ωB97M-V functional and the def2-TZVPD basis", "de_lowest_kj_mol": 461.0, "energy_ev": -19998.97430, "largest_force_ev_per_a": 4.4, "orbital_gap_ev": [7.90, 6.72], "lumo_ev": [-0.966, -1.064], "species": ["C", "C", "C", "C", "C", "C", "N", "O", "O", "I", "H", "H", "H", "H", "H", "H"], "xyz": [[0.977, 0.193, -0.321], [0.252, 0.021, -1.556], [0.516, 0.136, 0.924], [-1.115, 0.010, -1.400], [-0.929, 0.155, 1.235], [-1.641, 0.025, -0.108], [-1.945, -2.266, -0.065], [-2.377, -2.734, -1.064], [-1.746, -2.679, 1.031], [-3.682, 0.596, 0.074], [2.084, 0.349, -0.281], [0.664, -0.007, -2.480], [1.147, 0.302, 1.684], [-1.747, 0.023, -2.188], [-1.229, -0.662, 1.930], [-1.060, 1.099, 1.587]]}


[2]
{"formula": "C6H6K", "method": "the ωB97M-V functional and the def2-TZVPD basis", "total_charge": 1, "energy_ev": -22638.38503, "largest_force_ev_per_a": 4.3, "orbital_gap_ev": 10.86, "lumo_ev": -3.562, "species": ["K", "C", "C", "C", "C", "C", "C", "H", "H", "H", "H", "H", "H"], "xyz": [[-0.982, 1.471, 3.045], [-0.553, 0.968, 0.541], [0.490, 1.805, 0.941], [-0.721, -0.275, 1.151], [1.364, 1.398, 1.950], [0.152, -0.682, 2.160], [1.195, 0.155, 2.560], [-1.240, 1.289, -0.253], [0.623, 2.784, 0.462], [-1.542, -0.934, 0.836], [2.184, 2.057, 2.265], [0.019, -1.661, 2.639], [1.882, -0.166, 3.354]]}